The following is a quantum chemistry calculation of the molecule C4Cl2N2 in a non-equilibrium geometry, from OMol25.

Last column: Mulliken charge in e.
Geometry (Å):
C1 -0.345 0.925 -0.004  -0.667
C2 0.957 0.615 -0.013  -0.274
C3 -1.464 0.196 -0.003  0.336
C4 2.157 0.374 -0.009  0.875
N1 -1.305 -1.122 0.008  0.480
N2 -0.683 -2.073 0.003  -0.445
Cl1 -3.091 0.806 0.008  -0.152
Cl2 3.774 0.279 0.010  -0.153

The value obtained for the relative energy (zero: lowest compared OMol25 entry of this formula, charge and spin) is 102.36 kcal per mole. The gap between HOMO and LUMO (spin up / spin down) comes out at 6.964 / 6.964 eV. The electronic energy is -32166.8656 eV. As for the charge: 0. For the HOMO energy (spin up / spin down), the calculation gives -0.298 / -0.298 Ha. The spin multiplicity is 1.

=====

The following is a quantum chemistry calculation of a cluster of 2 separate species, C2H6O2S in total, from OMol25.

Last column: Mulliken charge in e.
Geometry (Å):
O1 1.101 0.606 0.894  -0.443
C1 0.912 1.773 0.718  0.192
O2 0.288 2.303 -0.326  -0.396
H1 1.199 2.567 1.418  0.336
H2 -0.123 1.608 -0.860  0.302
C2 -0.220 -1.803 -0.509  -0.625
S1 -1.639 -0.645 -0.622  -0.280
H3 -0.104 -2.026 0.544  0.240
H4 0.677 -1.384 -0.943  0.248
H5 -0.512 -2.726 -1.006  0.286
H6 -1.580 -0.272 0.690  0.139

The value obtained for the relative energy (zero: lowest compared OMol25 entry of this formula, charge and spin) is 0.84 kcal per mole. The gap between HOMO and LUMO comes out at 10.104 eV. The electronic energy is -17101.4850 eV. As for the charge: 0. For the HOMO energy, the calculation gives -0.342 Ha. The spin multiplicity is 1.

=====

The following is a quantum chemistry calculation of the molecule C2H4N4S in a non-equilibrium geometry, from OMol25.

Last column: Mulliken charge in e.
Geometry (Å):
C1 -2.647 -0.760 0.025  -0.769
N1 -1.350 -0.004 -0.084  0.734
N2 -1.182 1.266 0.041  -0.376
N3 0.149 1.444 -0.031  -0.323
C2 0.816 0.224 0.020  0.210
S1 2.381 -0.362 0.011  -0.403
N4 -0.152 -0.727 0.006  -0.385
H1 -3.438 -0.087 0.141  0.341
H2 -2.850 -1.467 0.934  0.293
H3 -2.867 -1.356 -0.900  0.304
H4 -0.217 -1.935 -0.149  0.376

The value obtained for the relative energy (zero: lowest compared OMol25 entry of this formula, charge and spin) is 89.84 kcal per mole. The gap between HOMO and LUMO comes out at 8.056 eV. The electronic energy is -18930.6552 eV. As for the charge: 0. For the HOMO energy, the calculation gives -0.299 Ha. The spin multiplicity is 1.

=====

The following is a quantum chemistry calculation of a cluster of 2 separate species, C3H6ClN2O in total in a non-equilibrium geometry, from OMol25.

Last column: Mulliken charge in e.
Geometry (Å):
Cl1 1.325 -2.215 0.195  -0.071
C1 0.001 -1.189 0.271  0.259
N1 -1.273 -1.553 0.351  -0.019
C2 -2.052 -0.410 0.411  -0.304
C3 -1.210 0.643 0.362  -0.191
N2 0.077 0.130 0.269  0.112
H1 -1.604 -2.504 0.379  0.214
H2 -3.118 -0.399 0.492  0.403
H3 -1.428 1.690 0.379  0.408
H4 0.910 0.708 0.224  0.203
O1 2.575 1.481 -0.865  -0.645
H5 2.458 2.411 -1.086  0.319
H6 3.339 1.207 -1.382  0.313

The value obtained for the relative energy (zero: lowest compared OMol25 entry of this formula, charge and spin) is 0.00 kcal per mole. The gap between HOMO and LUMO comes out at 11.152 eV. The electronic energy is -20752.3671 eV. As for the charge: +1. For the HOMO energy, the calculation gives -0.525 Ha. The spin multiplicity is 1.